{
  "formula": "C2H5Na6O10",
  "method": "ωB97M-V/def2-TZVPD",
  "homo_lumo_gap_ev": [7.8240, 3.4022],
  "multiplicity": 2,
  "homo_ev": [-9.3, -5.4],
  "total_charge": 0,
  "symbols": ["Na", "Na", "Na", "Na", "Na", "Na", "O", "H", "O", "H", "O", "H", "C", "O", "O", "O", "C", "O", "O", "O", "O", "H", "H"],
  "xyz": [[3.27, -1.51, 0.47], [1.26, -0.14, -1.95], [2.73, 1.75, 0.37], [1.58, -0.34, 2.99], [-0.84, 1.24, 1.26], [-0.51, -2.08, 0.73], [0.97, 2.05, 2.41], [1.42, 1.31, 1.95], [1.18, -0.49, 0.55], [0.46, -0.01, 0.09], [2.46, -2.67, 2.48], [1.92, -2.10, 1.90], [0.19, 3.03, -1.72], [0.60, 3.87, -2.54], [0.88, 2.21, -1.12], [-1.02, 3.05, -1.54], [-3.19, -0.43, -0.44], [-1.98, -0.31, -0.37], [-3.81, 0.12, -1.37], [-3.86, -0.94, 0.45], [-0.87, -2.51, -1.66], [-1.46, -3.26, -1.75], [-1.39, -1.85, -1.20]]
}

{
  "formula": "C35H31IIrN3Te",
  "method": "ωB97M-V/def2-TZVPD",
  "homo_lumo_gap_ev": [7.3987, 5.1089],
  "multiplicity": 2,
  "homo_ev": [-16.6, -16.6],
  "total_charge": 3,
  "symbols": ["Ir", "C", "C", "C", "C", "C", "C", "C", "C", "C", "C", "C", "C", "C", "C", "H", "H", "H", "H", "H", "H", "H", "H", "H", "H", "H", "C", "N", "C", "C", "N", "C", "H", "H", "H", "H", "H", "H", "Te", "C", "C", "C", "C", "C", "C", "C", "C", "C", "C", "C", "C", "H", "H", "H", "H", "H", "H", "H", "H", "H", "H", "I", "C", "C", "C", "C", "N", "C", "H", "H", "H", "H"],
  "xyz": [[0.03, 0.80, 0.19], [-3.97, 1.41, 2.45], [-2.77, 1.84, 1.88], [-2.22, 1.10, 0.86], [-2.84, -0.07, 0.38], [-4.07, -0.46, 0.94], [-4.63, 0.28, 1.97], [-2.16, -0.86, -0.57], [-0.81, -0.64, -0.89], [-0.16, -1.45, -1.88], [0.95, -1.00, -2.64], [1.51, -1.80, -3.61], [1.02, -3.08, -3.84], [-0.06, -3.56, -3.09], [-0.65, -2.76, -2.14], [-4.42, 1.99, 3.25], [-2.31, 2.77, 2.21], [-1.55, 1.71, 0.15], [-4.57, -1.35, 0.58], [-5.57, -0.02, 2.40], [-2.71, -1.66, -1.06], [1.34, -0.01, -2.48], [2.34, -1.42, -4.20], [1.47, -3.70, -4.60], [-0.43, -4.56, -3.26], [-1.47, -3.17, -1.57], [-0.47, -2.93, 4.34], [-0.13, -1.69, 3.63], [0.55, -0.62, 4.15], [0.68, 0.29, 3.15], [0.09, -0.23, 2.01], [-0.39, -1.42, 2.34], [-0.56, -2.71, 5.40], [0.32, -3.67, 4.19], [-1.42, -3.31, 3.97], [0.87, -0.60, 5.18], [1.16, 1.25, 3.17], [-0.92, -2.10, 1.69], [0.05, 2.43, -1.90], [-2.00, 2.91, -1.93], [-2.86, 2.04, -2.59], [-4.22, 2.32, -2.60], [-4.70, 3.46, -1.96], [-3.83, 4.33, -1.32], [-2.46, 4.06, -1.30], [0.80, 3.99, -0.73], [1.49, 5.03, -1.33], [2.06, 6.02, -0.52], [1.95, 5.95, 0.86], [1.26, 4.89, 1.46], [0.68, 3.92, 0.67], [-2.48, 1.17, -3.12], [-4.89, 1.66, -3.12], [-5.76, 3.68, -1.99], [-4.20, 5.23, -0.86], [-1.78, 4.75, -0.82], [1.59, 5.09, -2.40], [2.58, 6.84, -0.98], [2.40, 6.71, 1.47], [1.17, 4.85, 2.54], [0.09, 3.13, 1.15], [4.15, -3.43, 0.25], [3.69, -1.42, 0.10], [4.67, -0.44, -0.02], [4.29, 0.89, -0.12], [2.94, 1.21, -0.12], [1.99, 0.26, 0.01], [2.37, -1.02, 0.12], [5.72, -0.71, -0.03], [5.02, 1.68, -0.22], [2.61, 2.24, -0.20], [1.58, -1.75, 0.22]]
}

{
  "formula": "C3H3NOS2",
  "method": "ωB97M-V/def2-TZVPD",
  "homo_lumo_gap_ev": 9.0969,
  "multiplicity": 1,
  "homo_ev": -8.7,
  "total_charge": 0,
  "symbols": ["C", "C", "C", "H", "H", "H", "N", "O", "S", "S"],
  "xyz": [[0.47, 0.63, -0.09], [-0.46, -0.18, -1.85], [-0.41, -0.31, 0.33], [1.09, 1.46, 2.04], [-0.74, -0.52, -2.79], [-0.05, -2.03, 1.85], [0.41, 0.73, -1.46], [-0.99, -0.86, -0.79], [1.38, 1.85, 0.76], [-0.70, -0.76, 2.02]]
}

{
  "formula": "C14H39N2OPtSi3",
  "method": "ωB97M-V/def2-TZVPD",
  "homo_lumo_gap_ev": 7.4054,
  "multiplicity": 1,
  "homo_ev": -19.8,
  "total_charge": 3,
  "symbols": ["Pt", "N", "C", "C", "C", "C", "N", "H", "H", "H", "H", "H", "H", "H", "H", "H", "H", "H", "H", "C", "O", "Si", "C", "C", "C", "Si", "C", "C", "C", "Si", "C", "C", "C", "H", "H", "H", "H", "H", "H", "H", "H", "H", "H", "H", "H", "H", "H", "H", "H", "H", "H", "H", "H", "H", "H", "H", "H", "H", "H", "H"],
  "xyz": [[-0.31, -0.34, -0.65], [-0.48, 0.41, -2.58], [-0.52, -0.41, -3.86], [0.87, -0.85, -4.33], [1.43, -2.14, -3.77], [1.79, -2.14, -2.29], [0.54, -2.13, -1.44], [-1.34, 0.96, -2.56], [0.27, 1.09, -2.69], [-0.96, 0.24, -4.61], [-1.21, -1.24, -3.70], [1.58, -0.02, -4.18], [0.79, -0.96, -5.41], [2.35, -2.37, -4.32], [0.75, -2.98, -3.98], [2.39, -1.28, -2.03], [2.35, -3.04, -2.04], [0.69, -2.72, -0.63], [-0.20, -2.59, -1.96], [-3.29, 0.70, -1.05], [-2.19, 0.40, -0.15], [-1.97, 0.99, 1.47], [-2.91, 0.05, 2.74], [-2.31, 2.80, 1.52], [-0.16, 0.48, 1.11], [0.41, -1.44, 1.92], [-0.92, -2.72, 1.64], [0.48, -0.84, 3.68], [2.09, -1.99, 1.35], [1.28, 1.88, 0.98], [2.84, 1.17, 0.25], [1.51, 2.51, 2.71], [0.58, 3.19, -0.16], [-4.21, 0.33, -0.59], [-3.14, 0.15, -1.98], [-3.36, 1.77, -1.22], [-3.94, 0.40, 2.76], [-2.49, 0.28, 3.72], [-2.92, -1.04, 2.61], [-3.39, 2.94, 1.65], [-2.00, 3.34, 0.62], [-1.84, 3.27, 2.38], [-1.43, -2.93, 2.58], [-0.47, -3.67, 1.33], [-1.70, -2.48, 0.91], [-0.49, -0.62, 4.12], [1.18, -0.03, 3.87], [0.88, -1.75, 4.17], [2.38, -1.78, 0.32], [2.16, -3.07, 1.51], [2.85, -1.54, 1.99], [3.38, 0.50, 0.91], [3.50, 2.03, 0.05], [2.71, 0.67, -0.72], [2.02, 1.82, 3.37], [0.58, 2.84, 3.18], [2.16, 3.39, 2.64], [-0.18, 2.86, -0.88], [1.40, 3.63, -0.73], [0.14, 4.00, 0.43]]
}